ORCA calculation (the ωB97M-V functional and the def2-TZVPD basis) on a 13-piece molecular cluster, C28H89N7O13 overall in a non-equilibrium geometry.

The geometry in XYZ format:
```
137
Properties=species:S:1:pos:R:3:forces:R:3
O 8.8857 1.4169 -4.9202 -0.79 -0.91 0.19
O -3.4136 -6.4330 -4.2027 -0.02 -1.29 0.14
O 4.0456 -3.1509 -0.0481 -0.05 -0.47 0.12
O 0.6284 -5.7343 -0.0278 -0.26 -0.20 0.30
O 0.4032 3.4716 5.7168 0.78 1.67 -0.04
O 2.0763 4.1839 0.2637 0.24 -0.09 0.32
O 2.5581 -3.3449 -3.0781 -0.20 -0.17 -0.20
O 1.2141 -1.8646 -5.6811 -0.33 -0.36 0.37
O 4.6059 0.3786 0.7944 -0.94 -0.10 -0.25
O -0.2342 -1.0390 0.3611 1.32 -0.07 -0.75
O -3.7773 1.2531 2.2686 0.27 0.61 -0.05
O -5.2922 -1.7478 5.8042 -0.25 0.21 -0.60
O -1.9899 -1.0181 -2.0103 -0.48 1.37 0.87
N -3.6865 1.2181 -1.4265 0.47 1.13 0.79
N -3.1442 -2.8418 -3.9947 -0.09 0.66 1.08
N -0.1780 0.3902 3.9234 -0.30 0.65 0.22
N -5.6013 -4.4280 4.6992 0.92 -0.01 0.75
N 7.3000 -0.9077 -4.6225 0.16 0.71 0.05
N 1.9250 1.0880 -0.3734 1.07 -0.13 0.16
N -0.3036 6.9669 0.6908 0.60 -0.41 0.66
C -4.7951 1.1462 3.2264 -0.04 -0.65 -0.05
C -4.2039 -2.6557 5.7707 -0.35 -0.67 1.78
C -4.3031 -3.6615 4.6680 -1.62 -0.08 -2.49
C 0.9180 -1.1287 -0.5491 -0.50 -2.11 1.41
C 9.6165 2.5791 -4.8858 0.95 0.92 0.62
C -3.2280 1.6775 -0.0216 0.32 -0.33 -1.91
C -4.1562 -3.0878 3.2024 0.16 0.33 1.17
C -2.9727 -4.1976 -3.4500 0.44 0.82 0.85
C 0.3198 5.7473 0.0715 -1.69 0.39 1.13
C 1.0466 2.4373 3.1279 -0.57 -0.06 -0.15
C -4.2776 1.2731 0.9886 -1.26 -0.80 -1.78
C -2.9066 3.1788 0.0468 -0.56 0.05 1.52
C -3.8790 -5.1396 -4.1618 -1.72 0.35 -0.80
C 0.5851 1.6088 4.3386 -0.15 -1.01 -1.45
C 6.7098 0.3966 -4.9857 -0.31 0.03 -0.34
C -0.3552 -2.2030 1.1478 -1.78 0.11 0.39
C 1.4371 5.2430 0.9835 1.06 -0.06 -0.67
C -5.2037 -0.8874 6.9093 0.61 0.58 0.57
C 5.2516 0.5362 -4.4883 0.56 -0.23 0.12
C 7.5208 1.6511 -4.6217 -0.24 -0.17 -0.87
C -0.3526 4.6365 5.7611 0.28 1.26 0.75
C 0.8305 6.0791 -1.3084 0.35 0.16 0.49
C -2.4268 -6.6117 -5.1577 1.10 0.34 -0.70
C 1.1694 0.1388 -1.2043 -0.30 2.62 -0.14
C -3.1018 -4.3099 -1.9111 1.11 -0.44 0.17
C 1.9313 -0.0564 -2.4771 0.27 -0.84 -0.76
C -0.3056 2.4110 5.2512 -0.32 -2.12 -0.12
C 3.4187 3.8806 0.6634 -0.49 0.44 0.26
H 1.7043 1.1507 0.6056 -0.73 -0.16 0.10
H -3.7549 3.7788 -0.3045 0.24 -0.12 -0.35
H 1.4797 -0.8331 -3.1023 -0.32 0.43 -0.12
H 1.9917 0.8711 -3.0394 0.19 0.02 -0.10
H 0.3463 -1.9446 -5.2429 0.41 0.04 -0.36
H 7.0829 -1.1624 -3.6620 0.09 0.19 -0.08
H -6.0625 -0.2303 7.0788 -0.33 -0.47 -0.72
H 1.5409 -2.7725 -5.7654 -0.24 0.31 -0.10
H -5.5833 1.8879 3.0588 0.22 0.27 0.32
H -0.5496 1.7642 6.0972 -0.52 -0.15 -0.01
H -1.9358 -4.4909 -3.6651 -0.18 -0.03 -0.14
H 9.6479 3.0006 -3.8643 -0.14 0.06 -0.20
H 7.1701 2.4053 -5.3540 -0.08 0.15 0.56
H -4.3218 -3.2725 6.6961 0.43 0.32 -0.18
H -6.3804 -3.8168 4.4809 0.15 0.16 0.05
H 3.7118 0.6246 0.4209 1.01 -0.39 0.09
H -0.2346 -3.1211 0.5689 0.55 0.03 0.02
H -0.9645 0.6693 3.3279 0.23 0.00 0.26
H 4.5782 -3.5955 0.6290 -0.25 0.11 -0.29
H -4.9044 -2.3422 2.9087 -0.04 -0.06 0.47
H 0.7354 -6.6679 0.2121 -0.06 0.37 -0.12
H 0.2188 0.6577 -1.4111 -0.16 -0.67 -0.30
H -1.2351 7.1640 0.3451 0.11 -0.20 -0.34
H -3.2274 -2.1625 5.8452 -0.07 0.20 -0.29
H -4.3610 -0.1882 6.7619 0.05 -0.33 0.32
H -1.2184 2.6864 4.7093 -0.05 0.12 0.06
H 2.9224 -0.4783 -2.2953 0.13 0.40 0.21
H -4.1497 -2.6248 -3.9808 0.45 -0.05 -0.07
H 4.9234 1.5734 -4.3747 0.26 0.01 -0.09
H -5.2890 0.1640 3.1703 0.16 0.02 0.10
H 1.7677 6.6238 -1.1660 0.07 -0.09 -0.34
H -5.0926 -1.4449 7.8561 0.26 0.05 -0.28
H 0.9890 5.1534 -1.8475 0.19 0.07 -0.33
H -2.5916 -0.2200 -1.8110 0.59 -1.40 -0.38
H -2.3010 1.0878 0.0836 -0.30 0.24 0.55
H 0.7130 -1.9259 -1.2898 -0.17 0.35 0.21
H 1.4613 1.2804 4.9067 -0.10 0.02 -0.02
H -3.1715 -2.5952 3.1312 -0.29 -0.30 -0.22
H -0.1911 -5.4617 0.4142 0.31 -0.17 -0.19
H 1.9080 2.0262 -0.7510 -0.14 -0.01 0.03
H -5.1789 1.9223 0.8165 0.62 0.20 0.65
H 1.6345 -3.1048 -3.2450 0.36 -0.05 0.02
H 10.6492 2.3456 -5.1401 -0.01 -0.01 -0.21
H 7.3642 2.0298 -3.5995 0.18 -0.22 -0.03
H 9.2265 3.3450 -5.5670 0.01 -0.03 -0.04
H -2.8367 3.4582 1.1203 0.07 -0.25 -0.38
H 1.1456 4.8681 1.9703 -0.43 0.23 -0.15
H -4.2713 -3.9024 2.4989 0.31 -0.21 -0.12
H -2.5975 -6.0032 -6.0661 -0.21 -0.20 0.23
H 3.7792 3.1419 -0.0454 0.19 0.01 0.02
H -4.7133 0.2828 0.7151 0.56 0.11 0.09
H 4.5490 0.0619 -5.1709 0.02 -0.21 0.11
H 0.2242 2.5841 2.4068 -0.12 0.10 0.42
H -3.1530 1.8042 -2.0783 -0.23 -0.26 0.11
H -2.3927 -7.6541 -5.4553 0.07 -0.17 0.13
H 8.3179 -0.8103 -4.7065 -0.48 -0.22 0.10
H 0.3501 -0.2561 3.3549 0.41 0.13 0.04
H 0.1518 6.7435 -1.8323 -0.23 -0.08 -0.13
H -2.1407 -3.9927 -1.4716 -0.38 0.29 -0.02
H 1.4183 3.4242 3.4236 0.18 -0.33 -0.03
H -0.8921 4.8788 4.8366 -0.06 -0.40 0.00
H 5.1856 0.0712 -3.4979 -0.19 0.04 -0.12
H -4.8818 -5.2255 -3.7252 0.15 0.36 0.43
H 0.3416 5.4679 5.9227 -0.07 -0.10 0.10
H 4.0371 4.7919 0.6365 -0.07 -0.23 -0.10
H -1.0378 4.6106 6.6196 -0.20 0.08 -0.23
H -0.4695 4.9691 0.0134 0.54 0.04 -0.08
H -3.8976 -3.7303 -1.4467 -0.16 0.05 -0.27
H -3.1677 -5.3588 -1.5849 -0.30 0.13 -0.29
H 3.5587 -3.8641 -0.5015 0.24 0.48 0.15
H 4.6451 -0.5888 0.7108 -0.09 0.42 -0.07
H -1.4089 -2.2214 1.4735 0.22 0.02 -0.06
H -1.9575 3.5065 -0.3708 -0.13 -0.27 -0.49
H 1.8180 -1.4876 -0.0123 -0.31 0.25 0.07
H 1.7716 1.8906 2.5313 0.50 0.04 0.27
H -4.6648 1.4484 -1.6299 0.31 -0.08 0.38
H 2.9408 -3.4772 -3.9575 -0.05 0.14 0.33
H -2.7221 -2.1622 -3.3100 -0.47 -0.80 -0.89
H 6.7018 0.4204 -6.0886 -0.04 -0.14 0.26
H -1.4982 -1.1357 -1.1739 -0.18 0.04 -0.31
H -3.4911 -4.3902 4.7326 -0.05 0.08 0.46
H -0.4321 6.8274 1.6996 0.17 0.01 -0.46
H -1.4381 -6.2888 -4.7857 -0.13 -0.31 -0.06
H -4.0872 -4.7906 -5.1898 0.35 0.13 0.11
H -4.2480 1.2314 4.1540 -0.50 0.17 0.55
H 2.1751 6.0587 1.1448 -0.35 -0.17 -0.09
H 3.4766 3.4593 1.6807 -0.14 0.08 -0.25
H 0.2081 -2.1743 2.0821 0.59 -0.13 -0.30
H -5.7732 -4.7815 5.6552 0.13 0.27 -0.71
```
Positions in Å, forces in eV/Å.

## Properties
* orbital gap: 9.17 eV
* energy above the lowest of the compared OMol25 structures with the same formula, charge and spin: 0.922 eV
* net charge: 0
* molar mass: 732.06 g/mol